[1]
The following is a quantum chemistry calculation of C24H32N4O4 as an isolated structure at a distorted geometry, from the Open Molecules 2025 dataset.

XYZ file:
```
64
Properties=species:S:1:pos:R:3:forces:R:3:mulliken_charge:R:1
C -1.6858 -4.9724 -0.2020 2.287 2.667 -9.027 -1.8691
H -1.5960 -5.4920 -1.2516 -0.147 0.068 1.655 0.2833
H -1.8112 -5.6101 0.4599 -1.584 -6.046 6.129 0.5955
H -0.6764 -4.6309 -0.1383 0.511 1.006 0.390 0.3631
C -2.7413 -4.0209 -0.4335 -2.196 5.473 5.741 1.6104
C -4.2079 -4.4968 -0.5366 2.989 9.211 -5.425 -2.1113
H -4.2650 -4.9591 -1.4239 -0.437 -1.698 -3.970 0.5933
H -4.9317 -3.6106 -0.6467 1.095 -1.348 0.708 0.2804
H -4.4621 -5.1695 0.0248 -2.701 -6.701 7.182 0.6831
C -2.3636 -2.7940 -1.3080 -0.193 0.320 -0.300 -1.4843
C -1.6731 -1.3823 -0.6649 3.445 -8.216 -3.603 0.0846
N -0.4735 -1.8989 -0.2040 5.698 -5.022 5.998 0.0153
C 0.8372 -1.6247 -0.5539 -5.073 8.484 -2.878 0.0741
O 0.9681 -0.5204 -1.2833 0.356 -4.312 1.206 -0.8146
C 1.9187 -2.0205 0.2166 3.680 -1.646 2.956 0.7221
C 3.2033 -1.7083 0.4686 4.827 1.980 -2.862 0.0153
N 3.8988 -2.7498 1.2256 -6.981 4.257 -2.088 -0.0758
C 2.8516 -3.4440 1.7363 0.753 2.768 -3.142 -0.4487
N 1.8259 -2.9592 1.1173 -5.905 -6.544 3.658 -0.5850
H 3.0371 -4.1417 2.4648 -0.539 -1.763 1.487 0.5093
H 4.8117 -2.6529 1.2329 5.671 -0.134 0.681 0.1018
C 4.0176 -0.6675 -0.2915 5.186 -5.666 -1.561 0.8568
O 5.1572 -1.1040 -0.8801 -4.538 1.154 2.927 -0.7901
N 3.6957 0.5676 -0.4053 4.605 -0.539 -8.692 0.4953
C 2.7047 1.3490 -0.0894 -0.366 -4.628 12.036 -1.6143
H 2.3247 0.4981 0.8323 -0.537 1.802 -1.857 0.2662
C 3.2874 2.1829 0.9281 -0.082 9.593 3.200 -0.6171
C 4.0383 3.4996 -0.0351 -0.927 -7.145 1.545 -0.0526
C 4.5092 4.4772 0.8831 5.011 2.919 -2.939 -1.2390
H 5.3446 4.1238 1.5777 -1.411 0.588 -0.780 0.2556
H 3.8161 5.1684 1.2435 -1.220 0.627 1.168 0.4637
H 5.0625 5.1753 -0.0295 -0.591 -0.969 2.856 0.2159
C 5.1204 2.6076 -0.7314 1.279 -0.494 -0.294 -0.3955
C 4.4578 1.2522 -1.5136 -0.410 5.966 2.336 -0.9208
H 5.2215 0.7122 -1.9667 0.831 -1.028 -0.672 0.6036
H 3.8186 1.9375 -2.2162 0.325 -2.358 0.908 0.2383
H 5.6197 3.2248 -1.6403 -0.358 -1.359 2.366 0.2939
H 5.8336 2.2263 0.2262 -1.300 1.118 -3.081 0.2200
H 3.2623 3.7662 -0.7172 -0.531 0.581 -0.432 0.4305
H 2.3461 3.0037 1.5429 2.552 -2.827 -1.649 0.1668
H 4.0602 1.9249 1.8431 -2.058 -0.103 -2.759 0.2888
H 1.8049 1.5900 -0.3168 -5.383 1.419 -3.835 0.9616
H -0.4782 -2.6353 0.7419 -0.139 2.718 -3.627 0.3931
C -2.5030 -0.9957 0.3910 2.905 1.467 -2.402 -0.1401
O -2.2333 -0.6597 1.4433 3.630 -0.460 8.897 -0.5306
O -3.4284 -0.4601 -0.1777 -10.849 3.060 -2.902 -0.1294
C -4.3802 0.2507 0.7208 1.016 1.457 2.804 -0.6576
C -4.2303 1.6819 0.4024 -1.065 7.411 -3.452 0.6912
C -3.1184 2.5765 0.4076 -0.636 -7.813 3.447 0.0170
C -3.1680 3.8956 0.2589 7.302 0.172 -0.258 -0.6474
C -4.1175 4.5820 -0.2833 -3.647 3.786 -0.189 -0.3224
C -5.3341 3.9295 -0.4320 9.374 -4.678 1.933 -0.8455
C -5.2783 2.5989 -0.1872 -4.044 -7.101 2.511 -0.3572
H -6.3473 1.9500 -0.1098 2.325 2.110 -0.788 -0.0544
H -6.1069 4.3627 -0.6117 -9.152 4.882 -2.422 0.7492
H -4.0168 5.6806 -0.2588 -0.231 -0.590 -0.700 0.3108
H -2.1107 4.2689 0.2553 -1.120 0.547 0.613 0.2386
H -2.3641 1.9439 0.9192 1.106 1.583 -0.600 0.2975
H -5.4420 0.0824 0.5053 0.489 -1.130 0.036 0.3842
H -4.0416 0.1567 2.0147 -1.326 -0.261 -4.441 0.3110
H -1.3002 -0.9288 -1.5574 -1.177 2.018 -0.416 0.6007
H -3.2608 -2.3351 -1.6412 -1.089 -0.154 -0.961 0.6325
H -1.7615 -3.1721 -2.1718 -0.269 0.717 0.583 0.4304
H -2.9463 -3.4305 0.8263 0.966 -1.195 -2.953 -0.0423
```
Forces are in eV/Å.

Values from the calculation:
- Charge: 0
- Energy above the lowest of the compared OMol25 structures with the same formula, charge and spin: 2349.0 kJ/mol
- LUMO level: 0.002 Ha



[2]
The following is a quantum chemistry calculation of C24H32NOPPdS2Si as an isolated structure at a distorted geometry, from the Open Molecules 2025 dataset.

XYZ file:
```
63
Properties=species:S:1:pos:R:3:forces:R:3:mulliken_charge:R:1
Pd -0.8403 0.7505 0.8479 0.340 0.558 -0.766 0.0443
C -3.1298 3.5221 -4.4179 0.003 0.003 0.008 -1.4419
C -2.5609 2.8373 -3.2169 0.013 -0.022 0.013 1.1429
C -2.3990 3.4954 -1.9997 -0.005 -0.004 -0.044 -0.9230
C -1.8799 2.8189 -0.9171 -0.025 0.025 -0.007 -0.6856
N -1.5089 1.5293 -0.9788 -0.073 0.049 0.073 0.2957
C -1.6507 0.8880 -2.1479 -0.147 -0.066 0.029 -0.5491
C -2.1695 1.4977 -3.2661 -0.036 0.017 0.008 -0.9571
H -3.3108 4.5778 -4.2316 0.000 -0.001 -0.003 0.3816
H -4.0741 3.0547 -4.7019 0.000 0.000 -0.001 0.3487
H -2.4547 3.4264 -5.2692 -0.001 -0.004 0.000 0.3555
H -2.6788 4.5345 -1.8907 0.004 -0.003 0.010 0.4153
H -1.7538 3.3210 0.0345 0.004 0.005 0.025 0.5122
H -1.3195 -0.1393 -2.1846 -0.055 -0.026 0.017 0.6263
H -2.2664 0.9274 -4.1807 -0.003 0.001 0.009 0.5161
C -3.4486 -0.1776 1.5754 -0.050 -0.068 -0.119 -1.2252
Si -2.0303 -1.3702 1.7852 0.106 -0.049 1.099 0.7112
C -2.0652 -2.4381 3.2800 -0.323 -0.422 -0.194 -1.1386
C -1.6011 -2.3473 0.2635 0.044 0.140 -0.037 -0.8463
H -4.3409 -0.8182 1.5716 -0.004 0.036 -0.069 0.4023
H -3.4708 0.3618 0.6242 -0.042 0.051 -0.005 0.3437
H -3.5644 0.5208 2.4031 0.031 -0.025 0.020 0.4466
H -2.7281 -3.2863 3.0819 -0.018 -0.038 0.048 0.4802
H -2.4241 -1.9036 4.1559 0.004 0.010 0.033 0.3370
H -1.0725 -2.8386 3.5004 -0.159 0.017 -0.072 0.2987
H -2.5325 -2.8384 -0.0430 -0.001 0.012 0.020 0.4867
H -0.8670 -3.1248 0.4664 -0.010 -0.021 0.009 0.3353
H -1.2531 -1.7437 -0.5728 0.008 -0.031 -0.074 0.2022
C 2.1547 2.0734 0.8003 0.023 -0.016 0.078 -1.2719
P 1.3036 0.6200 0.1670 -0.020 0.044 -0.037 1.8720
C 2.2046 -0.8856 0.5487 0.028 0.020 -0.017 0.3756
C 1.6722 -1.9753 1.2242 0.130 0.005 -0.035 0.1056
C 2.4337 -3.1147 1.4239 0.026 -0.011 -0.012 -1.1201
C 3.7390 -3.1632 0.9565 -0.010 -0.029 0.015 -0.6004
C 4.2821 -2.0743 0.2882 0.018 0.019 -0.007 -0.8245
C 3.5181 -0.9395 0.0745 0.037 0.059 -0.012 -0.6318
C 1.3062 0.7308 -1.6210 0.137 -0.002 -0.015 0.6602
C 1.2910 1.9731 -2.2593 0.079 -0.002 -0.047 -0.7000
C 1.2706 2.0357 -3.6419 0.025 -0.012 0.016 -0.7483
C 1.2545 0.8645 -4.3920 0.013 0.001 0.005 -0.6368
C 1.2649 -0.3720 -3.7610 0.003 0.002 -0.026 -0.7064
C 1.2920 -0.4424 -2.3766 0.059 -0.066 0.004 -0.4745
H 3.1411 2.1319 0.3371 0.007 0.009 0.025 0.4561
H 2.2526 1.9858 1.8818 -0.003 -0.026 -0.022 0.2387
H 1.5877 2.9715 0.5584 0.010 0.006 0.000 0.5026
H 0.6773 -1.9249 1.6284 -0.191 -0.003 0.030 0.5148
H 2.0166 -3.9615 1.9529 -0.013 0.008 -0.003 0.5059
H 4.3367 -4.0506 1.1155 0.002 0.002 0.000 0.4337
H 5.3006 -2.1104 -0.0730 0.002 0.005 -0.004 0.4618
H 3.9498 -0.1056 -0.4686 -0.022 -0.023 0.011 0.4108
H 1.3033 2.8939 -1.6905 0.007 0.003 0.014 0.3598
H 1.2812 2.9977 -4.1367 -0.002 0.004 -0.001 0.5191
H 1.2501 0.9173 -5.4727 -0.001 0.001 -0.003 0.4787
H 1.2707 -1.2817 -4.3464 -0.001 0.001 -0.001 0.4769
H 1.3302 -1.4108 -1.8886 -0.011 0.048 -0.020 0.4654
C 0.9293 -1.8899 5.8141 0.001 0.029 -0.020 -0.8283
O 0.1155 -1.2651 4.7887 0.163 0.170 0.050 -0.2140
C 0.7039 -0.4384 3.9500 0.122 -0.132 0.068 0.4024
S 2.2717 -0.0850 3.8454 -0.065 0.149 -0.020 -0.0932
S -0.6335 0.3679 3.0359 -0.179 -0.383 -0.059 -0.3227
H 0.2311 -2.4682 6.4080 0.002 -0.010 0.009 0.2716
H 1.4124 -1.1178 6.4090 0.002 -0.009 0.010 0.3772
H 1.6803 -2.5238 5.3485 0.014 -0.008 -0.001 0.3684
```
Forces are in eV/Å.

Values from the calculation:
- Charge: +2
- Energy above the lowest of the compared OMol25 structures with the same formula, charge and spin: 124.6 kJ/mol
- LUMO level: -0.279 Ha



[3]
The following is a quantum chemistry calculation of C24H33AsF5IrO6PS as an isolated structure, from the Open Molecules 2025 dataset.

XYZ file:
```
72
Properties=species:S:1:pos:R:3:forces:R:3:mulliken_charge:R:1
Ir -0.1921 -0.1410 0.1323 -0.092 -0.760 0.461 2.3345
F -5.1734 0.8355 5.5392 0.043 -0.007 -0.046 -0.2701
C -4.3367 0.3244 4.6568 -0.061 0.083 0.052 0.7103
C -3.6531 1.1637 3.7858 -0.116 0.014 0.136 -0.1639
F -3.8468 2.4758 3.8489 0.018 -0.045 -0.024 -0.2766
C -2.7805 0.6260 2.8677 0.059 -0.061 -0.071 -0.6595
F -2.1531 1.4596 2.0466 0.056 -0.094 0.021 -0.0986
C -2.5544 -0.7570 2.7874 -0.273 0.047 0.229 0.7899
S -1.4643 -1.5110 1.6996 0.359 0.380 -0.326 -0.2402
C -3.2712 -1.5738 3.6829 0.088 -0.009 -0.104 0.2362
F -3.1018 -2.8895 3.6529 0.015 0.022 -0.020 -0.2827
C -4.1466 -1.0500 4.6054 -0.067 0.043 0.079 0.1282
F -4.8055 -1.8362 5.4445 0.025 0.006 -0.035 -0.2626
C 0.0845 6.4654 1.5422 0.040 -0.036 -0.064 -0.7572
O 0.9411 6.3169 0.4135 -0.042 -0.113 0.000 -0.4611
C 0.9742 5.1225 -0.2026 -0.037 0.223 0.157 0.9233
C 1.8208 5.0500 -1.3251 -0.034 -0.007 0.040 -1.0134
C 1.8783 3.8823 -2.0220 -0.009 -0.110 -0.067 -1.0197
C 1.1565 2.7286 -1.6299 0.179 0.095 -0.247 0.4263
C 1.2237 1.5309 -2.4287 0.034 -0.234 0.034 0.3601
C 1.7772 1.5665 -3.8307 0.076 0.089 0.014 -1.7137
O 0.8561 0.4217 -2.0074 -0.014 0.205 -0.148 -0.2369
C 0.3436 2.8092 -0.4853 -0.301 -0.179 0.207 0.1040
O -0.4162 1.8161 -0.0279 0.060 0.580 -0.175 -0.8563
C 0.2401 4.0231 0.2045 0.035 0.055 0.024 -0.3100
H 0.2043 7.4890 1.8796 0.019 0.021 -0.015 0.2480
H 0.3762 5.7809 2.3410 -0.006 0.001 0.016 0.3000
H -0.9560 6.2902 1.2645 -0.012 0.002 0.007 0.3283
H 2.3858 5.9241 -1.6154 -0.012 -0.007 0.006 0.4840
H 2.5119 3.8335 -2.8980 -0.013 -0.017 0.022 0.4828
H 1.5398 2.4901 -4.3539 -0.010 -0.024 0.001 0.4751
H 1.3843 0.7169 -4.3835 -0.008 -0.017 0.017 0.2254
H 2.8663 1.4691 -3.7929 -0.020 0.025 0.011 0.3650
H -0.4369 4.0628 1.0440 -0.001 -0.007 0.016 0.5312
C -0.8161 -1.3572 -4.1358 0.054 -0.003 -0.051 -1.5098
C 0.0838 -2.1830 -3.2221 -0.030 0.002 -0.156 -0.5245
As -0.5257 -2.1936 -1.3878 0.120 0.037 0.179 0.2192
C -2.3683 -2.7927 -1.5317 -0.079 -0.063 -0.004 -0.4661
C -2.5688 -4.2560 -1.9084 -0.060 0.013 -0.013 -1.3196
C 0.4966 -3.6486 -0.5689 0.019 -0.081 -0.029 -0.0367
C 0.8189 -4.8744 -1.4211 0.042 0.013 0.051 -1.4120
H -0.3493 -1.2396 -5.1148 -0.014 -0.002 0.005 0.3514
H -1.0024 -0.3618 -3.7313 0.024 0.005 0.019 0.2927
H -1.7781 -1.8427 -4.2992 0.000 -0.011 0.021 0.4233
H 1.0979 -1.7898 -3.1988 0.029 0.000 -0.041 0.3791
H 0.1263 -3.2219 -3.5466 0.002 -0.013 -0.080 0.6882
H -2.8198 -2.1299 -2.2709 -0.029 0.028 -0.002 0.4795
H -2.8395 -2.5566 -0.5780 -0.041 -0.060 0.014 0.3357
H -2.0321 -4.5266 -2.8188 0.004 0.034 -0.011 0.2993
H -3.6270 -4.4527 -2.0854 0.014 -0.010 0.019 0.4194
H -2.2398 -4.9226 -1.1115 0.007 0.007 0.004 0.3068
H -0.0420 -3.9275 0.3405 -0.005 -0.007 -0.014 0.3036
H 1.4194 -3.1617 -0.2470 0.033 -0.020 0.029 0.1325
H -0.0676 -5.4475 -1.6806 -0.033 0.015 -0.013 0.2623
H 1.4875 -5.5371 -0.8691 -0.025 0.003 0.007 0.4340
H 1.3301 -4.6066 -2.3451 0.017 0.022 0.011 0.3099
C 1.8404 -2.5165 2.7420 0.079 0.003 -0.002 -0.5066
O 1.9163 -1.0846 2.6903 -0.057 -0.079 0.164 -0.3112
P 1.8762 -0.2736 1.3293 -0.227 -0.072 -0.298 0.0319
O 3.1608 -0.8495 0.6076 0.153 -0.072 -0.146 -0.3721
C 3.5272 -0.5368 -0.7481 0.027 -0.010 0.159 -0.1820
O 2.3576 1.1558 1.8038 0.062 0.165 0.074 -0.2246
C 1.5970 1.9128 2.7675 0.166 -0.070 0.022 -0.4716
H 2.0004 -2.7945 3.7784 -0.011 0.005 0.026 0.2923
H 2.6202 -2.9571 2.1224 0.005 0.008 0.001 0.2885
H 0.8598 -2.8643 2.4194 -0.035 0.012 -0.010 0.1376
H 4.4285 -1.1052 -0.9517 0.033 0.005 -0.007 0.3804
H 3.7335 0.5295 -0.8414 -0.006 0.002 -0.015 0.2631
H 2.7337 -0.8259 -1.4315 -0.047 -0.013 -0.036 -0.1546
H 2.1425 2.8380 2.9210 -0.011 0.030 -0.030 0.2349
H 1.5425 1.3613 3.7054 -0.024 0.006 -0.018 0.3239
H 0.6035 2.1244 2.3822 -0.133 0.005 -0.038 0.0716
```
Forces are in eV/Å.

Values from the calculation:
- Multiplicity: 5
- Charge: +1
- Energy above the lowest of the compared OMol25 structures with the same formula, charge and spin: 0.0 kJ/mol
- LUMO level (spin up / spin down): -0.084 / -0.203 Ha
- <S²>: 6.03



[4]
The following is a quantum chemistry calculation of C24H33AuFN4SSe as an isolated structure, from the Open Molecules 2025 dataset.

XYZ file:
```
65
Properties=species:S:1:pos:R:3:forces:R:3:mulliken_charge:R:1
Au -0.4083 0.4947 0.2148 -0.055 0.063 -0.022 0.1447
C 2.9340 1.2191 1.1130 0.033 -0.012 0.006 -1.1199
C 2.8011 0.1949 2.2433 -0.001 -0.029 0.036 0.6208
C 2.7573 -1.2342 1.7074 -0.004 0.002 -0.006 -1.3919
C 1.6820 0.6123 3.1848 -0.015 0.032 -0.022 0.3920
C 2.0325 1.4364 4.2496 0.001 -0.008 -0.004 -0.9434
C 1.0884 1.9412 5.1267 -0.006 -0.003 -0.005 -1.5503
C -0.2477 1.6364 4.9455 0.007 0.010 -0.005 -0.3355
C -0.6603 0.8092 3.9084 0.011 -0.021 0.001 0.7692
C -2.1462 0.5669 3.7072 -0.019 -0.001 -0.015 0.8319
C -2.7926 -0.0620 4.9416 -0.003 -0.003 -0.004 -1.4975
C -2.8427 1.8749 3.3191 0.005 -0.011 -0.001 -1.4936
C 0.3231 0.2898 3.0482 0.030 0.033 0.031 -0.3209
N -0.1331 -0.5739 1.9960 -0.076 -0.095 -0.052 0.8167
C -0.5353 -1.8077 2.3436 0.032 0.032 0.012 0.6415
C -0.1431 -2.3985 3.5800 0.022 -0.018 -0.002 -0.3711
C -0.5184 -3.6749 3.9076 0.008 0.006 0.006 -0.9265
C -1.3215 -4.4199 3.0389 -0.005 -0.002 0.000 -0.4733
C -1.7609 -3.8701 1.8399 0.008 0.013 -0.016 -0.6549
C -1.3765 -2.5975 1.5102 -0.024 0.017 -0.001 0.3101
F -1.8871 -2.0497 0.4004 0.025 0.014 0.015 -0.3210
H 3.7650 0.9633 0.4556 0.012 -0.006 -0.004 0.4852
H 3.0963 2.2195 1.5178 -0.006 0.005 0.005 0.4164
H 2.0313 1.2494 0.4939 0.010 0.001 -0.021 -0.1177
H 3.7124 0.2716 2.8427 -0.005 0.001 -0.008 0.6091
H 1.9764 -1.3798 0.9616 0.024 -0.005 0.026 -0.0282
H 2.6073 -1.9595 2.5088 -0.006 -0.010 0.015 0.3764
H 3.7075 -1.4644 1.2249 0.006 -0.004 -0.007 0.5089
H 3.0782 1.6825 4.3888 0.009 -0.003 0.004 0.4718
H 1.3952 2.5774 5.9459 0.002 0.001 0.009 0.4019
H -0.9873 2.0480 5.6196 -0.010 0.010 0.006 0.4167
H -2.2890 -0.1266 2.8774 0.004 0.023 0.011 0.0158
H -2.7456 0.6082 5.8007 0.007 0.005 0.009 0.3197
H -2.2991 -0.9955 5.2168 -0.001 -0.006 0.001 0.3412
H -3.8442 -0.2750 4.7477 -0.010 -0.002 0.002 0.4370
H -2.7610 2.6142 4.1169 -0.004 0.007 0.009 0.3340
H -3.9022 1.6998 3.1300 -0.007 -0.001 -0.002 0.4331
H -2.4003 2.3067 2.4184 0.000 -0.001 -0.002 0.3362
H 0.4921 -1.8247 4.2401 0.007 -0.004 -0.003 0.5392
H -0.1857 -4.1088 4.8398 0.001 -0.005 0.005 0.4665
H -1.6174 -5.4258 3.3022 0.002 -0.006 0.001 0.4214
H -2.4147 -4.4103 1.1696 -0.002 -0.003 -0.001 0.5114
Se 0.3480 -1.4553 -1.4534 -0.041 0.068 -0.038 -0.1303
C 1.9618 -0.6881 -1.8304 -0.028 -0.043 0.037 0.3148
N 2.9827 -0.2050 -2.0700 0.067 0.123 -0.026 -0.5134
C 1.4346 2.7977 -5.4347 0.006 0.003 0.019 -1.2682
C 1.7267 1.8468 -4.2852 0.020 -0.023 -0.004 -0.4767
N 0.6482 1.8230 -3.2897 -0.036 0.044 0.043 0.0562
C 0.4705 2.5009 -2.1723 0.048 -0.006 0.032 0.2894
S -1.0117 2.1615 -1.2689 -0.055 -0.090 -0.016 -0.4478
N 1.2390 3.4627 -1.6855 0.048 -0.054 0.006 0.0204
C 2.4759 4.0863 -2.1776 -0.028 -0.009 -0.023 -0.4258
C 3.7262 3.4493 -1.5961 -0.008 0.040 0.020 -0.8122
H 2.2589 2.7779 -6.1468 0.000 -0.003 -0.003 0.3825
H 1.3021 3.8241 -5.0917 0.009 0.015 0.013 0.2604
H 0.5264 2.5039 -5.9604 -0.005 -0.003 0.000 0.3863
H 2.6678 2.0575 -3.7866 0.015 0.012 0.014 0.1648
H 1.8090 0.8243 -4.6515 0.018 0.006 0.021 0.4848
H -0.0949 1.1624 -3.4648 -0.011 0.000 0.014 0.3388
H 0.9130 3.7983 -0.7913 -0.019 0.001 -0.020 0.2725
H 2.4109 5.1346 -1.8860 0.001 -0.008 -0.007 0.4643
H 2.4772 4.0696 -3.2620 -0.006 -0.011 -0.042 -0.0052
H 3.7282 3.5305 -0.5088 0.004 0.006 -0.010 0.2478
H 4.6093 3.9644 -1.9736 0.001 -0.003 -0.008 0.4443
H 3.7980 2.3942 -1.8539 -0.005 -0.081 -0.031 0.1289
```
Forces are in eV/Å.

Values from the calculation:
- Multiplicity: 3
- Charge: +1
- Energy above the lowest of the compared OMol25 structures with the same formula, charge and spin: 0.0 kJ/mol
- LUMO level (spin up / spin down): -0.074 / -0.199 Ha
- <S²>: 2.05



> What is the charge in the third record?

+1